Record 1
DFT (ωB97M-V/def2-TZVPD) results for a gas-phase ion, H4NOP2 (charge -1) at a distorted geometry.

Results
LUMO level = 4.7 eV
HOMO energy = -3.23 eV
largest force on an atom = 2.58 eV/Å
net charge = -1

CARTESIAN COORDINATES (ANGSTROEM)
N 0.003 -0.577 -0.116
O 1.170 -1.395 0.294
P -1.265 -0.663 0.928
P 1.324 0.478 -0.156
H -1.400 0.527 1.546
H -2.269 -0.397 0.019
H 0.609 1.709 -0.919
H 1.828 0.318 -1.596

Forces on atoms 1 to 3 (eV/Å):
1.12 -0.12 -0.80
0.01 0.00 -0.09
-0.42 -2.32 0.39



Record 2
DFT (ωB97M-V/def2-TZVPD) results for a single C3H3NO2 molecule at a distorted geometry.

Results
LUMO level (spin up / spin down) = -1.4 / -1.4 eV
HOMO energy (spin up / spin down) = -9.95 / -9.58 eV
largest force on an atom = 4.03 eV/Å
net charge = 0

CARTESIAN COORDINATES (ANGSTROEM)
C -0.928 0.730 -0.668
C -0.030 0.241 0.293
C 0.670 -1.030 -0.139
N -1.731 1.033 -1.428
O -0.498 1.916 1.559
O 0.288 0.903 1.319
H 0.940 -0.930 -1.252
H -0.145 -1.632 -0.232
H 1.434 -1.231 0.548

Forces on atoms 1 to 3 (eV/Å):
-1.26 0.73 0.50
2.19 -0.92 -1.09
0.31 3.57 -1.85



Record 3
DFT (ωB97M-V/def2-TZVPD) results for a gas-phase ion, C2HCl3NO2 (charge -1) at a distorted geometry.

Results
LUMO level = 3.1 eV
HOMO energy = -4.58 eV
largest force on an atom = 5.41 eV/Å
net charge = -1

CARTESIAN COORDINATES (ANGSTROEM)
O -0.985 2.130 -1.239
C -0.823 0.950 -0.952
O -1.476 -0.053 -1.198
N 0.463 0.552 -0.241
C 0.458 -0.890 0.669
Cl 1.944 -0.821 1.572
Cl -0.996 -0.959 1.772
Cl 0.418 -2.261 -0.387
H 0.996 1.352 0.004

Forces on atoms 1 to 3 (eV/Å):
0.65 0.88 0.30
1.11 -1.43 0.43
-1.39 -0.95 -0.32



Record 4
DFT (ωB97M-V/def2-TZVPD) results for 2 unconnected molecules or ions with the total composition H4O2 at a distorted geometry.

Results
LUMO level = 0.6 eV
HOMO energy = -11.11 eV
largest force on an atom = 1.40 eV/Å
net charge = 0

CARTESIAN COORDINATES (ANGSTROEM)
O -1.146 -0.131 -0.158
H -1.036 0.801 -0.306
H -1.652 -0.295 0.653
O 1.671 -0.033 -0.055
H 1.263 -0.885 -0.292
H 0.900 0.543 0.157

Forces on atoms 1 to 3 (eV/Å):
-0.20 -1.08 0.18
-0.42 0.65 0.15
0.21 0.50 -0.39



Record 5
DFT (ωB97M-V/def2-TZVPD) results for 2 unconnected molecules or ions with the total composition C19H35BrFO8P at a distorted geometry.

Results
LUMO level = 4.2 eV
HOMO energy = 0.29 eV
largest force on an atom = 1.69 eV/Å
net charge = -2

CARTESIAN COORDINATES (ANGSTROEM)
C 3.481 -3.350 1.044
C 3.800 -2.564 -0.237
C 3.340 -1.100 -0.200
C 3.670 -0.336 1.108
C 2.502 0.545 1.558
C 2.201 1.749 0.647
O 0.909 2.119 0.941
P -0.153 0.736 1.301
C -1.314 -0.693 1.832
C -0.641 -1.897 2.517
C -0.004 -2.918 1.550
C -0.984 -3.984 1.036
C -1.806 -3.561 -0.194
O -1.130 -2.601 -0.967
C -1.955 -1.792 -1.767
C -0.479 1.568 3.004
O 0.344 1.284 3.925
O -1.488 2.323 3.165
C -1.585 1.743 0.294
Br -1.365 3.734 0.195
C -3.024 1.404 0.717
C -4.096 2.293 0.026
O 1.316 -0.137 1.782
H 2.622 -2.888 1.527
H 4.316 -3.249 1.744
H 3.320 -4.415 0.873
H 3.277 -3.046 -1.073
H 4.865 -2.610 -0.488
H 2.269 -0.995 -0.386
H 3.863 -0.588 -1.014
H 4.499 0.356 0.911
H 3.987 -0.987 1.923
H 2.827 0.946 2.541
H 2.882 2.575 0.892
H 2.371 1.440 -0.400
H 0.105 0.116 -0.003
H -2.060 -0.324 2.534
H -1.794 -1.098 0.932
H -1.461 -2.457 3.003
H 0.036 -1.614 3.320
H 0.515 -2.421 0.733
H 0.760 -3.447 2.133
H -0.411 -4.885 0.789
H -1.668 -4.256 1.844
H -2.799 -3.232 0.131
H -1.961 -4.458 -0.821
H -1.701 -1.917 -2.827
H -1.805 -0.735 -1.529
H -3.018 -2.016 -1.635
H -1.476 1.442 -0.751
H -3.221 0.402 0.324
H -3.151 1.417 1.795
H -3.783 2.488 -1.001
H -5.025 1.708 -0.048
H -4.271 3.220 0.565
C -1.386 4.160 -3.694
C -0.423 4.684 -4.731
O 0.829 4.340 -4.195
C 0.637 3.220 -3.405
O 1.508 2.524 -3.025
O -0.685 3.037 -3.175
F -0.498 6.041 -4.865
H -1.560 4.877 -2.890
H -2.341 3.856 -4.117
H -0.533 4.228 -5.719

Forces on atoms 1 to 3 (eV/Å):
0.57 0.57 0.10
-0.58 -0.19 -0.29
0.71 0.18 0.34



Record 6
DFT (ωB97M-V/def2-TZVPD) results for 9 unconnected molecules or ions with the total composition C30H85N11O9 at a distorted geometry.

Results
LUMO level = 0.2 eV
HOMO energy = -9.36 eV
largest force on an atom = 8.14 eV/Å
net charge = 0

CARTESIAN COORDINATES (ANGSTROEM)
C 0.041 -4.351 5.631
O 1.211 -5.101 6.016
C 2.014 -5.610 4.882
C 3.316 -4.793 4.634
C 2.936 -3.379 4.192
N 4.078 -5.597 3.726
H -0.566 -3.838 6.377
H -0.655 -5.027 5.135
H 0.330 -3.591 4.905
H 2.222 -6.635 5.186
H 1.380 -5.843 4.026
H 3.810 -4.685 5.600
H 2.225 -3.216 3.383
H 3.829 -2.875 3.824
H 2.773 -2.918 5.166
H 4.879 -5.043 3.457
H 4.438 -6.479 4.060
C -2.555 3.427 1.659
O -3.942 3.664 1.645
C -4.391 4.415 0.570
C -5.878 4.476 0.775
C -6.536 5.508 -0.087
N -6.156 4.920 2.175
H -2.359 2.864 0.746
H -2.189 2.936 2.561
H -2.033 4.382 1.606
H -3.904 5.389 0.607
H -4.232 3.976 -0.414
H -6.206 3.440 0.694
H -7.603 5.694 0.037
H -6.616 5.184 -1.125
H -5.987 6.449 -0.081
H -5.313 4.716 2.693
H -6.089 5.927 2.219
C -4.152 -3.961 -3.753
O -3.944 -2.539 -3.922
C -3.347 -1.895 -2.783
C -1.886 -2.244 -2.309
C -1.454 -1.263 -1.246
N -0.998 -2.217 -3.478
H -3.316 -4.477 -3.281
H -4.313 -4.439 -4.719
H -5.045 -4.183 -3.170
H -3.270 -0.836 -3.028
H -4.003 -1.956 -1.915
H -1.943 -3.278 -1.969
H -0.419 -1.289 -0.907
H -2.000 -1.367 -0.308
H -1.602 -0.243 -1.599
H -1.060 -1.346 -3.986
H -1.245 -2.965 -4.110
C -3.881 -3.802 0.923
O -2.566 -3.781 1.370
C -2.016 -5.025 1.372
C -0.501 -4.985 1.641
C 0.415 -4.187 0.607
N 0.077 -6.308 1.901
H -4.011 -4.374 0.004
H -4.235 -2.830 0.578
H -4.615 -4.032 1.696
H -2.574 -5.740 1.977
H -2.089 -5.344 0.332
H -0.570 -4.362 2.533
H -0.004 -4.031 -0.387
H 1.422 -4.599 0.526
H 0.465 -3.184 1.031
H 0.921 -6.032 2.381
H 0.250 -6.576 0.943
C 1.748 -1.873 -8.096
O 1.920 -0.860 -7.117
C 1.625 -1.171 -5.771
C 2.180 -0.062 -4.878
C 1.873 -0.119 -3.334
N 1.662 1.201 -5.321
H 2.337 -2.747 -7.817
H 2.167 -1.505 -9.032
H 0.709 -2.163 -8.248
H 0.539 -1.257 -5.753
H 1.999 -2.130 -5.411
H 3.250 -0.006 -5.078
H 0.837 0.207 -3.246
H 2.684 0.426 -2.852
H 1.862 -1.161 -3.013
H 1.417 1.075 -6.293
H 2.490 1.779 -5.334
C -0.762 3.141 -2.938
O -0.203 4.218 -2.330
C 0.213 5.199 -3.314
C 1.069 6.278 -2.564
C 0.433 7.164 -1.463
N 1.672 7.266 -3.520
H -1.158 3.228 -3.950
H -1.448 2.562 -2.320
H 0.097 2.480 -3.046
H 0.850 4.589 -3.954
H -0.609 5.721 -3.803
H 1.891 5.677 -2.175
H -0.144 6.554 -0.768
H -0.315 7.744 -2.002
H 1.164 7.755 -0.911
H 1.001 8.009 -3.650
H 1.834 6.798 -4.400
C 1.092 1.787 -0.135
O 1.839 1.639 1.107
C 1.068 1.111 2.275
C 0.889 -0.430 2.102
C 0.272 -1.089 3.318
N 2.174 -1.003 1.924
H 0.736 0.863 -0.591
H 1.754 2.292 -0.838
H 0.221 2.427 0.006
H 1.645 1.315 3.177
H 0.087 1.546 2.469
H 0.244 -0.764 1.290
H -0.304 -1.959 3.005
H -0.443 -0.358 3.697
H 0.992 -1.569 3.981
H 2.808 -0.488 1.330
H 2.070 -1.948 1.582
N 0.891 4.510 1.919
C 1.768 4.901 2.760
N 2.765 4.027 2.715
O 1.626 5.844 3.487
H 0.194 5.235 1.823
H 1.089 3.970 1.089
H 3.554 4.051 3.345
H 2.750 3.427 1.903
N 4.502 0.047 3.813
C 5.755 -0.102 3.426
N 5.810 -0.523 2.252
O 6.768 0.101 4.182
H 4.410 0.326 4.779
H 3.730 -0.252 3.234
H 4.892 -0.767 1.909
H 6.702 -0.881 1.938

Forces on atoms 1 to 3 (eV/Å):
0.47 -0.56 -1.40
-0.05 0.48 -0.49
-0.77 -0.11 1.97